(1)
Below is a 13-piece molecular cluster, C47H117N3O13 overall in a non-equilibrium geometry, with properties calculated with wB97M-V/def2-TZVPD.

Output
energy above the lowest of the compared OMol25 structures with the same formula, charge and spin = 5.601 eV
electronic energy = -81714.0775 eV

Each line ends with the Mulliken charge.
CARTESIAN COORDINATES (ANGSTROEM)
C 27.75569 -21.29749 19.17959  -0.8035
C 29.16398 -21.05195 19.73359  -0.3512
O 29.39581 -22.03465 20.75447  -0.4891
H 27.62594 -22.33886 18.88496  0.2658
H 27.55114 -20.68756 18.29968  0.3101
H 26.98891 -21.03295 19.90771  0.2364
H 29.16887 -20.06566 20.19762  0.2446
H 29.94771 -20.88292 18.99516  0.2836
H 29.67498 -22.81250 20.26600  0.3032
C 27.00803 -4.12718 9.45351  -1.0170
C 26.19543 -2.88878 9.80956  -0.1816
O 26.92893 -1.79754 9.25818  -0.5194
H 27.87997 -4.21654 10.10146  0.2709
H 27.34659 -4.08444 8.41831  0.2899
H 26.44995 -5.02594 9.71597  0.3318
H 26.02506 -2.81397 10.88356  0.2749
H 25.21814 -2.81657 9.33229  0.2616
H 26.53737 -0.99453 9.60953  0.2890
C 29.79886 -10.06754 21.16744  -0.9937
C 28.79568 -11.23864 21.02710  -0.2069
O 28.06577 -11.41407 22.23050  -0.5218
H 30.62598 -10.31987 21.83100  0.2891
H 29.37539 -9.11823 21.49545  0.2928
H 30.08630 -9.91656 20.12692  0.3112
H 29.29716 -12.14830 20.69676  0.2941
H 28.03628 -10.95745 20.29747  0.2398
H 27.64833 -12.27854 22.23720  0.2953
C 34.08563 -21.40397 8.39700  -0.9523
C 33.29002 -20.53211 9.33488  -0.1826
O 33.04166 -19.21195 8.80111  -0.5343
H 35.09865 -21.00774 8.32701  0.2575
H 33.68921 -21.33547 7.38396  0.2865
H 34.15703 -22.41064 8.80885  0.3114
H 33.77932 -20.44118 10.30464  0.2300
H 32.33046 -20.99199 9.57120  0.2828
H 32.13711 -18.90905 8.90901  0.3010
C 23.45130 -19.22166 2.22490  -0.9714
C 22.54934 -19.64212 3.35139  -0.2183
O 21.26267 -19.50530 2.82809  -0.5018
H 23.18180 -18.20855 1.92643  0.2607
H 23.19509 -19.81450 1.34681  0.3003
H 24.52951 -19.27351 2.37612  0.3270
H 22.73059 -18.86012 4.08878  0.2452
H 22.79855 -20.65409 3.67061  0.2505
H 21.16508 -20.21574 2.18986  0.3077
C 33.03142 -5.53217 15.39518  -0.9755
C 33.57598 -4.18165 14.87302  -0.2126
O 32.74749 -3.17132 15.42972  -0.5115
H 33.74673 -6.35340 15.35008  0.3278
H 32.13254 -5.79895 14.83938  0.2451
H 32.76857 -5.41967 16.44701  0.2860
H 33.53609 -4.05245 13.79144  0.2651
H 34.61913 -4.10655 15.18009  0.2810
H 33.26427 -2.37029 15.31622  0.2945
C 24.24367 -22.83244 13.36652  -0.9800
C 23.35204 -21.58011 13.45975  -0.2014
O 23.43726 -20.87269 12.25375  -0.5216
H 23.96158 -23.54381 12.59032  0.2767
H 24.17393 -23.38515 14.30340  0.3170
H 25.24707 -22.47416 13.13645  0.2749
H 23.57277 -20.84866 14.23715  0.2437
H 22.31838 -21.91391 13.55038  0.2830
H 22.56386 -20.53022 12.05007  0.3076
C 25.33770 -5.93534 17.85162  -1.0937
C 26.55572 -5.56837 16.98194  -0.1191
O 26.58778 -4.15606 16.91249  -0.5193
H 25.27962 -7.02370 17.86605  0.3406
H 24.38834 -5.63260 17.40984  0.2948
H 25.35470 -5.56538 18.87677  0.3025
H 26.55547 -6.11701 16.04008  0.2769
H 27.39306 -5.89069 17.60086  0.2233
H 27.41805 -3.84129 16.54753  0.2940
C 19.97575 -12.07982 4.09862  -1.0277
C 20.40383 -13.53498 3.84567  -0.1635
O 19.24090 -14.13776 3.35122  -0.5152
H 19.37438 -11.70402 3.27083  0.2856
H 20.83020 -11.42852 4.28252  0.3250
H 19.23806 -12.02789 4.89938  0.2706
H 20.52093 -14.09051 4.77614  0.2448
H 21.26113 -13.68577 3.18963  0.2793
H 19.50736 -15.05983 3.37065  0.3016
C 18.61961 -13.22758 11.86702  -1.0478
C 17.85492 -13.34328 10.56371  -0.1053
O 17.05474 -14.53319 10.77267  -0.5214
H 19.14034 -14.18092 11.95697  0.2725
H 17.92595 -13.22127 12.70778  0.2701
H 19.40443 -12.48615 12.01682  0.3401
H 18.56459 -13.58092 9.77125  0.1817
H 17.25853 -12.48070 10.26647  0.3202
H 16.24691 -14.47812 10.25696  0.2898
C 19.41769 -14.12944 24.24257  -2.0528
C 19.14168 -13.80185 22.80380  1.7913
C 19.82370 -12.40850 22.46624  -1.3365
C 19.79280 -11.96993 21.03508  -0.6557
C 20.37464 -13.06703 20.17508  -1.2536
C 19.86473 -14.49814 20.43467  1.6612
N 19.73824 -14.78013 21.89636  0.2588
O 19.35537 -16.05901 22.18933  -0.4787
C 18.58961 -14.70914 19.65290  -1.8866
C 21.05532 -15.34492 19.81527  -1.8260
C 17.65584 -13.77430 22.61869  -1.7747
H 20.45800 -14.43534 24.35331  0.4406
H 18.73332 -14.90598 24.58425  0.4197
H 19.18228 -13.28303 24.88777  0.4158
H 19.49646 -11.64693 23.17406  0.4402
H 20.88162 -12.53401 22.69672  0.4250
H 20.42534 -11.09515 20.88422  0.3914
H 18.74437 -11.78509 20.80109  0.3133
H 21.45144 -12.94195 20.28898  0.4565
H 20.16996 -12.79734 19.13900  0.3427
H 17.88204 -13.88006 19.64367  0.3356
H 18.77009 -14.89131 18.59349  0.4501
H 18.05132 -15.57338 20.04206  0.3786
H 21.98305 -15.08420 20.32462  0.4516
H 20.91548 -16.42511 19.85702  0.3933
H 21.19110 -15.05604 18.77306  0.4044
H 17.23603 -13.43538 21.67159  0.2909
H 17.22527 -13.15478 23.40540  0.4188
H 17.29974 -14.80197 22.69080  0.4311
H 20.14479 -16.43133 22.58905  0.3538
C 26.01826 -14.41155 10.12960  -1.7126
C 27.58197 -14.41462 10.04031  1.3880
C 27.96733 -12.91459 10.17128  -1.1433
C 27.97685 -12.44843 11.63885  -0.6521
C 28.89107 -13.31379 12.45412  -1.1495
C 28.35768 -14.77517 12.46033  1.4074
N 28.20388 -15.21063 11.04748  0.1819
O 27.91134 -16.53937 10.89934  -0.4331
C 29.55898 -15.56920 13.00948  -1.9273
C 27.08080 -14.84395 13.33254  -1.4958
C 27.99866 -14.83698 8.58439  -1.7894
H 25.61976 -15.41064 9.95330  0.4311
H 25.46585 -13.80612 9.41099  0.4089
H 25.73207 -14.13601 11.14463  0.3407
H 28.91357 -12.74975 9.65596  0.4082
H 27.23788 -12.28701 9.65930  0.4194
H 26.99588 -12.32167 12.09682  0.3327
H 28.36127 -11.43084 11.56938  0.3525
H 28.86565 -12.99477 13.49608  0.4536
H 29.93381 -13.24260 12.14470  0.3781
H 29.79259 -15.22454 14.01683  0.4032
H 29.34732 -16.63811 12.98219  0.3932
H 30.48022 -15.51487 12.42946  0.4271
H 27.32989 -14.82267 14.39348  0.4214
H 26.39321 -14.01018 13.19055  0.3537
H 26.48974 -15.72960 13.09941  0.2738
H 29.07754 -14.98601 8.54076  0.4445
H 27.89348 -14.02730 7.86228  0.3898
H 27.31054 -15.59035 8.20093  0.3327
H 27.00129 -16.61931 11.19432  0.3614
C 38.27745 -6.52246 8.53421  -1.7394
C 39.02439 -7.85367 8.42904  1.4151
C 39.09736 -8.44679 9.83799  -1.0467
C 37.79724 -9.07918 10.39426  -0.8139
C 37.10122 -9.92584 9.31119  -1.3082
C 37.03096 -9.32682 7.87050  1.7444
N 38.34337 -8.76073 7.48216  0.3184
O 38.48904 -8.45130 6.12498  -0.4656
C 36.61452 -10.52763 6.92958  -2.0300
C 35.88804 -8.30304 7.80454  -1.8026
C 40.48901 -7.67516 7.97409  -1.8649
H 37.43071 -6.53939 9.22040  0.3336
H 37.90379 -6.10271 7.60025  0.2884
H 39.00002 -5.77727 8.86686  0.4678
H 39.86038 -9.22274 9.89947  0.4140
H 39.29359 -7.62811 10.53034  0.4062
H 37.09856 -8.28675 10.66259  0.3262
H 37.88368 -9.71296 11.27684  0.3718
H 36.07944 -10.11408 9.64076  0.4524
H 37.39658 -10.97484 9.28979  0.5024
H 35.79418 -11.12342 7.32979  0.3992
H 36.39328 -10.22983 5.90466  0.4445
H 37.41237 -11.25938 6.80281  0.4822
H 34.90977 -8.78299 7.83196  0.4465
H 35.76554 -7.54081 8.57402  0.3109
H 35.98266 -7.81997 6.83201  0.3706
H 40.55450 -7.40519 6.92009  0.4201
H 41.06646 -8.59730 8.04000  0.4041
H 41.02974 -6.95819 8.59189  0.4002
H 38.71729 -9.31173 5.76558  0.3520

Atoms 1-3, force components in eV/Å:
0.30 0.34 -0.56
-1.34 0.70 0.72
0.72 0.56 -0.75


(2)
Below is a 9-piece molecular cluster, C47H117N7O15 overall in a non-equilibrium geometry, with properties calculated with wB97M-V/def2-TZVPD.

Output
energy above the lowest of the compared OMol25 structures with the same formula, charge and spin = 0.000 eV
SMILES = CC1(C)CCCC(C)(C)N1O.COCCNCCOC.COCCNCCOC.COCCNCCOC.COCCNCCOC.COCCNCCOC.COCCNCCOC.CO.CO
electronic energy = -91769.0779 eV

Each line ends with the Mulliken charge.
CARTESIAN COORDINATES (ANGSTROEM)
C -23.17422 -26.36319 17.59108  -1.6333
C -24.28014 -27.11790 18.30549  2.6111
C -25.33405 -27.62999 17.30129  -2.1841
C -23.68607 -28.37598 18.95442  -1.3476
C -23.06357 -28.08110 20.31871  0.4929
C -24.09759 -27.42746 21.24642  -1.6851
C -24.71308 -26.14252 20.70906  2.2821
C -26.03663 -25.91778 21.46138  -2.1021
C -23.79465 -24.93914 20.97332  -1.7686
N -24.98195 -26.27164 19.28118  0.4041
O -25.48638 -25.09096 18.70473  -0.5082
H -23.50872 -25.34476 17.37928  0.5874
H -22.25341 -26.30918 18.17507  -0.1989
H -22.89491 -26.79586 16.62841  -0.2356
H -24.92050 -28.17147 16.45162  0.1098
H -26.07236 -28.25757 17.80578  0.5433
H -25.93942 -26.79547 16.93154  0.4581
H -24.29059 -29.28688 19.01207  0.5088
H -22.84762 -28.76909 18.36315  0.2119
H -22.62364 -28.94503 20.81502  0.8003
H -22.26075 -27.35355 20.15836  -0.8916
H -23.51836 -27.16232 22.13540  0.2425
H -24.85669 -28.15765 21.53523  0.4756
H -25.86577 -25.92696 22.53782  0.3439
H -26.65838 -26.79525 21.26442  0.4716
H -26.52002 -25.01536 21.09409  0.4206
H -23.50848 -24.75380 22.01053  0.4395
H -24.30647 -24.01104 20.68930  0.4926
H -22.90659 -24.87190 20.33688  -0.0762
H -26.41021 -25.29581 18.51465  0.3647
C -15.01467 -28.15283 21.75897  -0.8846
O -15.23629 -27.59510 20.48507  -0.2482
C -14.75244 -28.48818 19.47718  -0.6221
C -15.20147 -27.86222 18.16899  0.2712
N -15.13249 -28.80428 17.05582  -0.3494
C -15.21565 -28.10610 15.76176  -0.9257
C -16.65566 -27.78639 15.41570  1.0242
O -17.32880 -28.89027 14.82918  -0.5361
C -18.73088 -28.65677 14.76868  0.1019
H -14.02751 -28.62935 21.86996  0.3382
H -15.71217 -28.96246 21.98521  0.3372
H -14.91066 -27.39413 22.53469  0.3028
H -15.17170 -29.48465 19.65102  0.3332
H -13.65972 -28.53605 19.45764  0.3513
H -14.50761 -27.03264 18.02409  0.1623
H -16.22116 -27.48319 18.28896  -0.2900
H -15.94126 -29.41602 17.08354  0.3459
H -14.82824 -28.74469 14.96395  0.3565
H -14.62459 -27.19216 15.78947  0.3420
H -16.68529 -26.92508 14.73193  0.2993
H -17.24743 -27.53510 16.30512  -0.8815
H -19.09099 -29.59774 14.35323  0.1311
H -19.00839 -27.84031 14.09714  0.0225
H -19.13503 -28.52160 15.77387  0.0443
C -21.36212 -27.94266 6.17122  -1.0352
O -22.24298 -28.35109 7.21586  0.0765
C -23.29971 -29.08873 6.63013  -0.8473
C -24.09197 -29.83568 7.72162  -0.5199
N -24.78832 -28.95943 8.63384  -0.1370
C -25.27737 -29.70558 9.78895  -0.4517
C -26.00048 -28.83764 10.79281  -0.8499
O -25.23718 -27.69788 11.08185  0.0928
C -25.91505 -26.73585 11.85227  -0.9163
H -21.93394 -27.47943 5.35830  0.4344
H -20.83306 -28.82529 5.80655  0.3215
H -20.68231 -27.15610 6.49631  0.2338
H -22.99780 -29.84688 5.89922  0.4691
H -23.97336 -28.40327 6.10066  0.3242
H -23.42923 -30.55664 8.21666  0.2874
H -24.83861 -30.38760 7.13965  0.4425
H -24.20250 -28.18612 8.91655  -0.2888
H -24.43365 -30.20450 10.28497  0.0884
H -25.93472 -30.50714 9.44788  0.5215
H -26.19821 -29.43293 11.69003  0.3447
H -26.95700 -28.55140 10.33622  0.5845
H -26.13434 -27.08006 12.87097  0.3073
H -26.86579 -26.55431 11.33571  0.3578
H -25.38236 -25.79644 11.96953  0.1739
C -19.90774 -27.11768 18.19024  1.2213
O -19.77472 -27.67180 19.48393  -0.3637
C -18.72756 -27.09281 20.23512  0.5167
C -18.63494 -27.90348 21.51116  -1.2027
N -19.77010 -27.62852 22.37580  0.3302
C -19.65909 -28.37488 23.63275  -0.7392
C -21.05238 -28.49830 24.22156  -0.4902
O -21.85226 -29.23163 23.33455  -0.2758
C -23.15273 -29.48109 23.80464  -0.9403
H -19.01625 -27.31598 17.59172  -0.6903
H -20.07843 -26.03605 18.19088  -0.1440
H -20.78699 -27.58102 17.74530  -0.2140
H -18.96708 -26.04292 20.46798  -0.2365
H -17.77747 -27.01195 19.69576  -0.0560
H -17.71400 -27.67544 22.05104  0.4228
H -18.62245 -28.97096 21.24718  0.4157
H -20.65061 -27.90617 21.95283  -0.1389
H -18.94206 -27.84085 24.25874  0.4051
H -19.28834 -29.40308 23.50183  0.3144
H -21.45304 -27.47444 24.28706  0.0757
H -21.08511 -28.88305 25.24630  0.5282
H -23.72376 -29.97830 23.02298  0.2315
H -23.64255 -28.53284 24.05201  0.3921
H -23.09348 -30.14249 24.67720  0.3748
C -20.77296 -24.39914 23.34697  -0.7479
O -21.28232 -23.18213 22.81808  -0.3332
C -20.42514 -22.42404 21.98864  -0.8254
C -20.64738 -22.95210 20.56349  0.7181
N -19.67403 -22.42652 19.59445  -0.4431
C -20.02830 -22.76182 18.21608  0.2099
C -21.08016 -21.77343 17.66846  -0.6202
O -21.39400 -22.14972 16.34505  -0.3362
C -22.57030 -22.92324 16.22545  -0.5605
H -19.87322 -24.28012 23.96121  0.4499
H -20.52525 -25.12321 22.56976  0.3142
H -21.59127 -24.70450 23.99543  0.2259
H -19.36866 -22.41295 22.27000  0.3526
H -20.79140 -21.39648 21.97981  0.3236
H -21.65940 -22.67218 20.28216  0.0727
H -20.53847 -24.04315 20.60120  -0.5123
H -18.76022 -22.80678 19.80358  0.3487
H -20.34540 -23.80373 18.08387  -0.4222
H -19.12456 -22.63353 17.61636  0.3937
H -20.61790 -20.78768 17.69628  0.2975
H -21.97461 -21.75028 18.29491  0.2931
H -22.99558 -22.96130 15.22638  0.3734
H -23.37284 -22.62351 16.90655  0.3686
H -22.29518 -23.94037 16.52742  -0.0283
C -23.65004 -31.23207 15.99774  -0.4446
O -23.50770 -30.97028 14.63728  -0.4228
C -22.46047 -30.08766 14.28341  0.1284
C -22.67994 -29.70141 12.83716  -0.2681
N -21.41837 -29.18294 12.27257  -0.1916
C -21.60542 -28.93668 10.84482  0.3692
C -20.42583 -28.21317 10.23365  -1.1528
O -20.21592 -26.94549 10.87434  0.2659
C -19.09845 -26.36937 10.22147  -0.9466
H -24.43106 -31.96269 16.18183  0.3167
H -23.77337 -30.31170 16.58562  -0.0126
H -22.72921 -31.64675 16.44334  0.3293
H -21.50313 -30.61056 14.37572  0.2172
H -22.49872 -29.18487 14.90599  -0.1346
H -23.45997 -28.94059 12.75720  -0.1078
H -22.88178 -30.66347 12.36238  0.4769
H -21.18104 -28.30584 12.72620  -0.1404
H -22.49008 -28.31358 10.64665  -0.3119
H -21.72867 -29.89545 10.33774  0.4763
H -20.58620 -28.11835 9.15802  0.3070
H -19.54136 -28.82598 10.44558  0.3644
H -18.79658 -25.46911 10.75362  0.2785
H -19.28043 -26.21016 9.15468  0.1554
H -18.22998 -27.04205 10.25115  0.3523
C -22.50350 -24.53686 10.54260  -0.4293
O -22.60042 -24.49475 9.15048  -0.4167
C -23.73789 -25.17667 8.60249  0.3774
C -23.46719 -25.27409 7.11787  -0.2138
N -23.44768 -23.91973 6.55342  -0.3711
C -23.19022 -23.98740 5.13195  -0.4441
C -22.99126 -22.57669 4.57785  -0.8068
O -21.93620 -21.80265 5.09036  -0.3675
C -20.67590 -22.36627 4.83916  -0.6328
H -21.54664 -24.12163 10.85670  0.2891
H -22.50271 -25.56824 10.91527  -0.1515
H -23.31051 -23.98218 11.03436  0.4033
H -24.63867 -24.61254 8.85738  0.3115
H -23.72532 -26.14523 9.10844  -0.4257
H -24.10237 -25.95223 6.55010  0.4023
H -22.46711 -25.72928 7.08741  -0.0639
H -22.74558 -23.39478 7.06102  0.3414
H -24.00843 -24.47247 4.59977  0.3578
H -22.26301 -24.55589 4.93400  0.2905
H -23.92719 -22.04365 4.77129  0.3660
H -22.94122 -22.53203 3.47991  0.4719
H -19.86797 -21.63959 4.90370  0.2768
H -20.60758 -22.74630 3.80926  0.3147
H -20.46487 -23.20879 5.50493  0.1557
C -22.23126 -25.97230 14.05959  -0.6804
O -21.52796 -26.78105 14.99222  2.4083
H -21.58141 -26.00522 13.17460  -0.1124
H -23.22254 -26.36817 13.84459  0.2986
H -22.34452 -24.91759 14.32402  0.1672
H -20.69120 -26.32413 15.14081  -1.2411
C -19.17656 -24.38954 14.70305  -0.5928
O -18.95662 -25.27469 15.81012  -0.2196
H -19.68262 -24.92236 13.89875  -0.0557
H -19.64908 -23.46190 15.02058  0.1111
H -18.20692 -24.15769 14.24943  0.4603
H -18.08639 -25.12155 16.18219  0.1974

Atoms 1-3, force components in eV/Å:
0.09 0.57 -0.36
-0.30 -0.79 -0.36
-0.70 0.67 0.14